This record from the Open Molecules 2025 dataset describes a structure of composition C33H48Cl2OP4Tc in a non-equilibrium geometry. The level of theory is ωB97M-V/def2-TZVPD.

Atoms and positions in Å:
H (-3.8613, 4.4199, -2.4764)
H (2.7846, -2.7125, 1.6105)
C (1.8508, -5.9027, 2.4765)
C (0.2695, 3.7881, 2.3980)
C (2.2158, -3.8301, -2.1842)
P (-1.3305, 1.3318, 3.0608)
C (0.2812, -4.9415, 0.8856)
H (-1.7916, -0.1249, -0.8472)
C (-2.0583, -2.6099, 0.0758)
H (-3.1785, 1.2125, 1.4961)
H (-4.1606, 1.0992, -1.3015)
C (3.3852, 1.6676, -0.4017)
H (0.0558, -0.5461, -2.2454)
H (-4.4077, 1.5232, -3.0301)
P (0.6843, -2.5647, -0.3649)
H (-0.3778, 1.9170, 5.2083)
C (-2.6521, -3.0099, -2.6523)
C (0.6918, -6.0164, 1.7073)
H (2.1646, -6.7221, 3.0927)
H (-2.3684, 4.8760, -1.5594)
H (4.3973, 2.0598, -0.5582)
H (-3.7193, 4.0067, -0.7209)
H (3.4099, -4.9228, -3.6250)
C (2.4008, -1.4058, -2.2567)
H (3.9318, 2.8086, 2.4741)
C (2.2117, -3.6578, 1.6412)
H (2.8923, 1.5243, -1.3741)
P (2.4298, 2.8421, 0.5868)
H (-0.6346, 3.3445, -3.4875)
C (1.0706, -3.7755, 0.8230)
H (-3.7595, 1.4954, 3.1663)
H (-4.1908, -2.6263, 0.4026)
H (-0.7777, 4.0147, 2.6346)
C (2.6067, -4.7168, 2.4509)
C (3.3380, -1.4995, -3.2940)
H (-1.5866, 3.1211, 4.6967)
C (0.8994, -0.0137, 1.0326)
H (1.5579, 5.0153, -0.1086)
H (3.0676, 4.5949, -0.9675)
C (-2.9900, 1.7589, 2.4276)
H (0.0905, -6.9404, 1.7143)
H (3.7759, -0.5784, -3.7184)
O (-0.2187, 0.4063, -2.2217)
C (3.6837, 3.5487, 1.7071)
H (-2.1209, 1.5358, 5.3263)
C (-1.4512, -0.4432, 3.4030)
H (3.5212, -4.6273, 3.0623)
H (-0.4419, -0.8494, 3.5588)
H (-3.0443, 2.8338, 2.2152)
H (-0.5078, -2.9241, -2.9774)
C (3.1445, -3.9304, -3.2451)
C (1.8218, -2.5578, -1.6970)
C (-3.1717, 4.1290, -1.6710)
H (2.1076, -0.4241, -1.8535)
C (-0.9887, -2.6831, -0.8658)
C (-0.7711, 2.7526, 0.1604)
H (3.3073, 4.4496, 2.1975)
Cl (1.1690, 4.0700, 3.8985)
H (3.4352, 0.7041, 0.1211)
Tc (0.5432, 1.7108, 1.5400)
C (-1.3540, 2.0543, 4.7372)
C (-3.6751, -2.9213, -1.6959)
C (-0.8645, 0.5766, -0.8704)
H (-0.9939, 3.8278, 0.2495)
C (-1.3626, 2.0686, -0.8639)
C (-1.3177, -2.8549, -2.2493)
H (-3.1774, 0.2966, -2.5693)
P (-2.4610, 2.5695, -2.1539)
H (-0.6208, -5.0281, 0.2798)
Cl (1.9927, 0.9543, 3.3662)
H (-4.7083, -3.0350, -2.0092)
H (-2.1248, 3.0402, -4.4570)
H (-2.8735, -3.2131, -3.6977)
C (-3.6596, 1.2414, -2.2736)
H (4.4088, -2.8394, -4.5893)
C (2.1127, 4.2041, -0.5887)
H (1.6143, -0.6296, 1.6672)
C (3.6991, -2.7649, -3.7884)
H (-1.8075, -2.4955, 1.1337)
H (4.5792, 3.7907, 1.1222)
C (-1.4824, 2.6611, -3.6510)
H (-2.0552, -0.5935, 4.3068)
H (0.5944, 4.5858, 1.7162)
H (1.7891, -4.7330, -1.7433)
H (-1.9196, -0.9526, 2.5534)
C (-3.3913, -2.6967, -0.3354)
C (-0.0037, 0.3996, 0.1738)
H (1.5196, 3.8213, -1.4276)
H (-1.0930, 1.6609, -3.8889)

## Properties
Charge = +2
Lowest unoccupied orbital energy (alpha / beta) = -0.18273 / -0.27141 Eh
2S+1 = 4
<S²> = 3.782

This record from the Open Molecules 2025 dataset describes a structure of composition C33H48N6O3PRe in a non-equilibrium geometry. The level of theory is ωB97M-V/def2-TZVPD.

Atoms and positions in Å:
H (-2.3294, 3.5128, -0.1548)
C (-1.9919, -1.4018, -2.0731)
H (5.2435, -1.2528, 3.2529)
H (3.1679, -0.6393, -2.9902)
H (3.9859, -5.0568, 0.7588)
C (-1.7256, -0.2308, -1.3700)
C (-0.3531, 1.5924, -5.0593)
H (0.6034, 0.6659, 4.8809)
H (3.7111, -0.6929, 3.9420)
O (1.5632, -2.7487, 1.1498)
H (-1.4958, 1.6875, 5.3330)
C (3.4002, -4.1900, 0.4522)
H (0.6755, 3.4606, -1.9148)
N (2.0810, 0.6793, -1.7348)
N (1.1481, -0.5165, 2.5702)
H (-1.2557, -1.7440, -2.7910)
C (-4.0551, -1.7189, -0.9007)
C (-2.9431, -2.5754, 3.4202)
C (-3.1419, -2.1435, -1.8504)
C (-0.8972, 1.0664, -3.8984)
N (-2.4474, 1.4579, 0.2389)
N (-0.4827, 0.4131, -1.5406)
H (-1.0038, 1.7981, -5.8985)
H (2.8973, 1.7803, -4.1525)
H (-1.9775, 2.4733, -1.5396)
H (-2.1984, -3.3497, 1.0458)
H (0.3802, -2.1018, 3.6106)
C (-1.3624, -0.7346, 3.0808)
C (-2.6756, 0.2211, -0.4337)
C (0.2679, -1.0171, 3.5525)
P (1.7704, -1.1620, 1.0846)
H (0.7340, 5.4490, 1.9084)
H (-3.6575, 2.6860, -0.9997)
C (-1.4182, -2.7203, 1.4722)
C (-3.2242, 1.6747, 1.4441)
H (-3.2236, 0.7803, 2.0662)
C (3.2513, 1.5524, -1.5139)
H (1.9032, -4.5662, 1.9596)
H (-0.9706, 1.7908, 3.6383)
H (3.7463, 1.2196, -0.6047)
C (4.5477, -0.4158, 3.3009)
C (2.5192, -3.7450, 1.5928)
H (2.7953, -4.4794, -0.4064)
O (0.8012, 0.7885, 2.1170)
H (2.9311, 2.5806, -1.3874)
H (3.0965, -3.3384, 2.4216)
N (0.6505, 2.7980, 0.0602)
H (-1.9588, 0.8668, -3.8318)
H (-4.2720, 1.9415, 1.2442)
H (-1.1247, -0.0667, 2.2314)
Re (0.7522, 0.6686, 0.0554)
H (-2.6659, 2.0454, 4.0741)
H (3.3826, 0.8215, 1.9528)
C (-3.4626, -1.8921, 4.5071)
C (0.5791, -0.4184, 4.9174)
H (-3.5813, -0.0547, 5.6296)
H (1.5751, -0.7639, 5.1922)
C (1.8350, 1.5944, -4.0748)
H (-4.9576, -2.2845, -0.7142)
H (3.9585, 1.4944, -2.3451)
H (3.2507, -1.0225, -1.2603)
O (3.3742, -1.1619, 1.3328)
C (-3.8210, -0.5362, -0.2088)
N (0.6537, 3.4505, 1.2375)
C (1.2921, 1.0849, -2.9099)
H (-3.3413, -3.5418, 3.1445)
C (-0.0743, 0.8160, -2.7960)
H (1.4213, 2.2761, -6.0668)
H (-1.0445, -2.0274, 0.7148)
H (0.7545, 5.9659, -0.7877)
C (-3.0694, -0.5900, 4.8415)
H (-3.3112, -3.0541, -2.4088)
H (-4.5599, -0.1876, 0.4991)
C (-2.0833, 0.0125, 4.1103)
C (-1.9318, -2.0075, 2.6634)
C (1.0063, 1.8676, -5.1572)
H (-4.2402, -2.3649, 5.0952)
H (0.6586, 2.8914, 2.0807)
H (-0.5807, -3.3649, 1.7480)
H (4.8887, 0.2003, 1.2627)
H (1.7535, -1.3553, -2.1782)
C (4.0536, -0.0408, 1.9239)
C (0.7246, 5.0141, -0.2910)
H (-2.7789, 2.4965, 2.0078)
C (0.7054, 4.7789, 1.0673)
H (4.0867, -3.3987, 0.1562)
C (-2.6149, 2.5935, -0.6679)
H (5.0638, 0.4292, 3.7575)
C (0.6937, 3.7448, -0.8750)
C (2.5967, -0.6786, -2.0582)
H (-0.1237, -0.7436, 5.6832)
C (-1.7689, 1.4650, 4.3011)

## Properties
Relative energy (zero: lowest compared OMol25 entry of this formula, charge and spin) = 4.395 eV
Charge = +1
Lowest unoccupied orbital energy (alpha / beta) = -0.14952 / -0.15104 Eh
2S+1 = 2
<S²> = 0.759

This record from the Open Molecules 2025 dataset describes a cluster of 9 separate species, C33H48O27 in total in a non-equilibrium geometry. The level of theory is ωB97M-V/def2-TZVPD.

Atoms and positions in Å:
H (6.8383, -0.8138, 1.0850)
H (-4.5377, 3.4804, 1.4209)
O (-2.9698, 0.9993, -6.2227)
H (-0.0694, 0.5413, 1.1581)
H (6.0392, -2.2906, 1.6502)
C (0.9496, -0.7460, 5.9204)
H (-2.2656, 3.5264, 2.0011)
H (1.7680, -1.3734, -1.7275)
H (-0.1252, 5.0921, 4.7089)
C (-1.1883, -1.1676, 1.8360)
O (3.1116, -3.9214, -1.1493)
C (-0.2082, -0.4959, 0.8529)
O (0.6272, 2.5233, -4.6092)
O (5.1630, -3.3657, -1.8660)
H (2.1714, 1.6977, -0.6002)
O (3.3022, -2.3545, -2.6286)
H (-5.1037, 0.1796, -5.1169)
H (-2.0127, 0.9100, -3.1629)
C (1.9417, -2.2756, -2.3140)
C (1.2202, 1.9307, -2.5486)
O (1.3997, -2.0771, 5.8889)
H (-0.4230, 0.4300, 4.6335)
C (1.3344, -2.5358, 7.1720)
H (-4.5074, 1.4528, 2.9406)
C (-2.5052, 2.7239, 1.3034)
C (-2.9372, 2.7971, -0.8561)
H (-0.7909, -0.4939, 7.3972)
O (-1.3873, -0.3753, -7.0774)
C (1.1794, 3.6955, 2.5376)
O (-1.9286, 2.7948, 0.0774)
C (-4.8562, 1.1943, -4.8052)
C (5.9041, -1.2245, 1.4681)
H (0.9682, 6.7240, 3.4548)
O (-4.1122, -5.0438, -5.0774)
C (-1.9694, -1.3016, -0.3830)
C (-0.0123, -0.5744, 4.7362)
C (-4.0178, 2.5558, 1.1700)
O (-3.3790, -3.2814, -3.9689)
C (6.0627, -1.4345, 4.1547)
C (-3.3984, 1.3744, -4.9397)
O (-2.7528, 3.0055, -2.0151)
O (0.7536, -1.6387, 8.0448)
H (2.5727, 6.0110, 3.5323)
H (-0.0575, -2.3922, -3.4252)
C (-1.8552, 0.2314, -6.1165)
H (1.3128, -3.3546, -4.0034)
O (-2.1620, -1.7053, 0.9516)
C (1.5272, 1.4668, -4.5891)
O (1.7330, -3.6613, 7.5181)
C (3.9459, -3.2280, -1.8674)
C (1.7221, -3.4955, -1.4497)
H (-4.5814, 0.4547, 1.4392)
H (1.5981, 3.2466, -0.7920)
H (-0.6659, -1.9064, 2.4436)
H (6.3002, 0.4171, 2.8532)
H (1.0959, -3.4456, -0.5589)
H (7.1316, -1.4145, 4.3672)
H (1.5858, 4.8861, 5.4211)
H (-0.9019, -1.2035, 4.7672)
O (4.7418, -0.8237, 0.6896)
H (-0.4420, 3.1739, -2.9203)
H (-3.1405, -6.4024, -3.8296)
H (1.2459, -4.3381, -1.9513)
H (-1.9166, 1.9204, 1.7462)
C (-4.0385, -3.7143, -5.1273)
C (2.0275, 2.4396, -1.3857)
O (2.0789, 1.0321, -5.6200)
O (-1.5189, -0.0606, -4.8369)
H (5.8009, -2.4851, 4.0292)
O (1.1843, 3.6131, 3.9129)
H (1.8761, -0.1783, 5.8345)
H (0.6434, 0.3946, 7.7308)
O (4.3695, -0.2058, 2.7815)
C (5.7417, -0.5189, 2.8582)
O (-0.7786, -0.5464, -0.4682)
O (-4.1342, 2.4360, -0.2530)
C (0.5398, 3.0487, -3.3768)
H (-5.8197, 1.4367, 1.6662)
H (-3.1324, 2.4081, -4.7190)
O (-2.6999, -1.6816, -1.2668)
O (1.2369, 2.7122, 1.7680)
C (-4.7505, 1.4379, 1.8782)
C (3.8717, -0.2790, 1.5683)
H (2.9277, 2.8706, -1.8240)
H (0.9889, 4.0174, -3.1578)
C (-3.6465, -5.4409, -3.7421)
O (-4.5440, -2.9848, -5.9976)
O (2.7571, 0.0970, 1.2315)
H (-5.2897, 1.4443, -3.8369)
H (5.5380, -0.9806, 4.9953)
C (1.5134, 5.7809, 3.4175)
H (0.4020, 1.3207, -2.1659)
C (0.2940, -0.5464, 7.3061)
H (0.4223, -0.8078, 3.7642)
H (1.1937, -1.6502, -4.3211)
C (1.0250, -2.4047, -3.5528)
H (-4.5248, -5.6563, -3.1335)
H (0.7489, -1.0173, 0.8353)
C (0.9252, 4.8447, 4.5550)
H (-1.5714, -0.3818, 2.4872)
C (-2.9196, -4.3408, -3.1374)
C (-2.5553, 0.4604, -3.9946)
H (-3.1667, -4.1891, -2.0867)
O (1.9426, 1.1337, -3.3509)
H (-1.8645, -4.6124, -3.1683)
H (-3.0520, -0.4434, -3.6416)
O (1.3355, 5.0484, 2.2023)
H (-5.4441, 1.8690, -5.4275)

## Properties
Relative energy (zero: lowest compared OMol25 entry of this formula, charge and spin) = 0.137 eV
Charge = +1
Lowest unoccupied orbital energy (alpha / beta) = -0.12140 / -0.33586 Eh
2S+1 = 2
<S²> = 0.755

Record-wise E values, in Eh: -3727.4538; -2259.8570; -3317.3586